270
Properties=species:S:1:pos:R:3 method="wB97M-V/def2-TZVPD" smiles=CC1(C)CCCC(C)(C)N1O.CC1(C)CCCC(C)(C)N1O.CC1(C)CCCC(C)(C)N1O.CC1(C)CCCC(C)(C)N1O.CC1(C)CCCC(C)(C)N1O.CC1(C)CCCC(C)(C)N1O.CC1(C)CCCC(C)(C)N1O.CC1(C)CCCC(C)(C)N1O.CC1(C)CCCC(C)(C)N1O e_tot_ev=-118586.456 homo_lumo_gap_ha=0.297 e_homo_ev=-7.85 lumo_energy_ev=0.23 max_force_ev_per_a=6.0
O 22.168 -5.568 -10.549
O 21.904 -5.750 -20.674
O 25.397 -8.529 -8.139
O 17.073 -16.674 -13.350
O 14.990 -5.499 -5.718
O 25.653 -1.648 -11.762
O 15.405 -8.494 -14.677
O 27.810 -11.787 -14.516
O 17.712 -14.051 -8.984
N 18.432 -13.373 -8.049
N 24.988 -2.129 -12.835
N 26.716 -12.624 -14.734
N 16.391 -5.536 -5.620
N 17.825 -15.675 -13.987
N 24.412 -9.242 -7.658
N 22.451 -7.029 -20.545
N 21.662 -6.651 -11.310
N 14.360 -7.958 -13.861
C 14.961 -5.531 -14.496
C 26.590 -13.872 -13.878
C 25.888 -2.373 -13.985
C 16.282 -8.071 -5.830
C 22.356 -7.087 -18.091
C 22.645 -9.663 -5.800
C 20.057 -16.774 -13.363
C 16.863 -3.456 -6.723
C 13.218 -6.922 -15.624
C 25.503 -11.908 -15.317
C 22.644 -1.848 -11.813
C 20.205 -7.734 -9.714
C 19.394 -11.262 -7.475
C 24.920 -10.984 -14.170
C 15.934 -14.744 -15.303
C 24.189 -14.116 -14.903
C 19.307 -6.246 -6.125
C 12.594 -6.102 -13.387
C 14.512 -10.150 -12.537
C 13.791 -6.673 -14.330
C 23.856 -6.547 -22.523
C 20.320 -7.736 -19.235
C 17.132 -4.915 -6.728
C 23.586 -6.256 -12.798
C 24.798 -6.275 -20.231
C 23.511 -8.228 -11.203
C 19.659 -8.118 -12.201
C 17.762 -13.154 -14.702
C 18.726 -4.892 -6.688
C 18.884 -11.422 -5.989
C 25.562 -14.777 -14.545
C 26.661 -1.247 -14.732
C 24.757 -10.907 -9.364
C 20.215 -7.101 -11.132
C 19.083 -12.957 -13.962
C 16.927 -6.860 -5.093
C 18.593 -11.951 -8.544
C 19.582 -11.979 -9.721
C 18.763 -12.902 -5.643
C 19.902 -14.282 -13.712
C 19.111 -15.476 -13.170
C 12.741 -6.660 -11.920
C 24.159 -8.616 -21.057
C 23.584 -2.397 -15.480
C 17.905 -13.681 -6.680
C 18.965 -15.297 -11.590
C 16.817 -5.582 -8.153
C 24.509 -12.897 -15.816
C 26.857 -3.502 -13.548
C 23.363 -11.485 -7.356
C 23.015 -11.197 -5.853
C 27.881 -14.706 -13.971
C 24.980 -8.938 -5.238
C 23.280 -7.302 -6.433
C 13.016 -8.204 -11.872
C 15.496 -7.902 -11.642
C 23.861 -8.771 -6.364
C 24.914 -3.118 -15.024
C 22.889 -2.101 -14.152
C 23.754 0.121 -13.134
C 22.008 -8.126 -13.350
C 19.235 -5.882 -11.295
C 23.819 -9.318 -19.775
C 20.817 -9.026 -12.824
C 25.812 -10.979 -16.535
C 18.230 -15.159 -6.476
C 16.218 -13.976 -12.929
C 22.657 -7.357 -12.153
C 14.320 -8.543 -12.538
C 16.443 -6.884 -3.611
C 16.480 -13.410 -6.522
C 26.238 -13.501 -12.324
C 17.298 -11.111 -8.929
C 18.488 -6.673 -4.973
C 25.877 -11.493 -7.234
C 23.850 -7.091 -21.070
C 21.863 -7.704 -19.382
C 22.268 -9.171 -19.384
C 23.665 -1.428 -12.940
C 16.992 -14.485 -14.260
C 24.662 -10.731 -7.877
H 17.022 -2.913 -5.791
H 23.755 -9.200 -21.884
H 25.538 -3.246 -15.908
H 24.623 -11.567 -13.298
H 19.167 -15.548 -6.872
H 25.384 -7.934 -5.102
H 22.163 -11.812 -5.565
H 26.267 -4.398 -13.358
H 24.497 -8.944 -19.007
H 25.171 -13.684 -12.201
H 24.164 0.590 -12.240
H 22.849 0.684 -13.365
H 27.542 -1.549 -15.298
H 13.497 -6.131 -11.340
H 24.397 0.355 -13.982
H 15.361 -7.014 -3.621
H 25.756 -10.370 -13.836
H 20.356 -14.559 -14.664
H 19.839 -6.758 -19.261
H 15.366 -13.898 -15.688
H 23.103 -5.350 -13.164
H 16.253 -14.753 -12.165
H 19.352 -7.035 -6.876
H 24.633 -9.295 -4.269
H 20.452 -12.596 -9.497
H 16.505 -15.023 -16.188
H 19.737 -12.268 -14.497
H 27.667 -15.763 -13.811
H 18.838 -7.690 -4.797
H 12.261 -8.752 -12.436
H 18.843 -8.738 -11.829
H 15.911 -7.088 -12.236
H 22.403 -9.442 -4.760
H 16.746 -11.733 -9.635
H 19.729 -5.126 -11.905
H 13.929 -6.807 -16.443
H 23.565 -12.523 -7.620
H 19.132 -7.716 -13.066
H 28.641 -14.474 -13.224
H 22.250 -9.576 -18.372
H 15.199 -8.090 -5.708
H 20.468 -11.450 -7.502
H 15.955 -13.074 -7.416
H 26.283 -12.427 -12.143
H 22.146 -6.021 -18.172
H 16.731 -11.019 -8.003
H 23.807 -10.625 -9.819
H 15.784 -5.862 -8.359
H 17.563 -10.192 -9.451
H 22.968 -3.047 -16.101
H 19.051 -4.161 -5.948
H 21.674 -9.945 -19.870
H 23.429 -7.264 -18.024
H 25.681 -10.480 -9.753
H 28.352 -11.947 -15.291
H 16.658 -5.921 -3.149
H 17.791 -12.926 -15.768
H 23.102 -1.736 -10.831
H 24.752 -11.973 -9.593
H 17.476 -15.685 -7.062
H 25.577 -2.493 -11.313
H 21.635 -7.581 -14.217
H 16.276 -8.644 -11.470
H 23.299 -5.624 -22.683
H 24.995 -10.333 -16.857
H 27.480 -3.442 -12.656
H 23.554 -14.785 -15.483
H 20.513 -9.532 -13.740
H 22.603 -8.880 -13.866
H 25.745 -11.634 -6.161
H 23.532 -12.416 -15.767
H 14.975 -9.327 -14.883
H 18.326 -16.050 -11.130
H 24.167 -6.699 -13.606
H 15.139 -7.521 -10.685
H 23.620 -1.386 -15.885
H 23.378 -7.339 -23.099
H 20.379 -6.121 -5.975
H 24.254 -10.236 -14.600
H 20.100 -17.221 -14.356
H 26.721 -13.970 -11.467
H 18.489 -13.084 -4.604
H 15.309 -15.542 -14.901
H 21.694 -1.344 -11.990
H 18.766 -5.911 -4.246
H 17.084 -12.365 -14.379
H 18.226 -6.081 -11.655
H 27.026 -0.467 -14.063
H 11.540 -6.316 -13.566
H 26.134 -12.476 -7.627
H 17.923 -10.946 -6.185
H 24.627 -4.121 -14.706
H 23.949 -6.822 -7.147
H 16.320 -12.633 -5.774
H 19.278 -8.252 -9.470
H 19.810 -13.207 -5.663
H 11.897 -6.378 -11.291
H 17.436 -6.479 -8.173
H 19.862 -15.431 -10.986
H 16.392 -8.048 -6.914
H 16.985 -7.543 -2.933
H 19.499 -10.881 -5.270
H 12.317 -6.426 -15.985
H 25.951 -0.773 -15.408
H 14.277 -10.487 -11.527
H 26.672 -10.751 -7.311
H 15.850 -3.337 -7.108
H 15.435 -10.576 -12.932
H 26.573 -10.281 -16.188
H 14.416 -4.611 -14.707
H 18.760 -12.559 -13.000
H 21.212 -5.848 -21.332
H 17.196 -4.859 -8.875
H 19.010 -5.445 -10.322
H 22.105 -1.403 -14.447
H 24.212 -5.964 -11.955
H 23.838 -11.371 -5.159
H 25.413 -5.681 -20.907
H 20.063 -11.014 -9.885
H 23.602 -13.779 -14.048
H 20.400 -6.898 -9.042
H 24.549 -8.270 -11.532
H 18.288 -14.781 -9.221
H 23.028 -9.181 -10.988
H 19.149 -12.462 -10.596
H 15.197 -13.774 -13.253
H 14.808 -6.196 -6.353
H 23.172 -6.838 -5.453
H 21.074 -8.392 -9.714
H 25.874 -9.402 -5.655
H 19.373 -10.201 -7.723
H 22.476 -3.067 -13.861
H 19.747 -8.229 -20.020
H 16.699 -9.009 -5.463
H 17.325 -2.936 -7.562
H 24.491 -13.090 -16.889
H 16.935 -17.467 -13.873
H 20.694 -13.958 -13.037
H 18.404 -14.383 -11.394
H 25.236 -8.691 -21.206
H 21.993 -7.233 -17.074
H 15.901 -14.222 -6.081
H 15.660 -5.967 -15.210
H 15.591 -5.276 -13.644
H 19.979 -8.327 -18.385
H 19.956 -17.515 -12.570
H 13.802 -10.715 -13.141
H 22.276 -2.875 -11.815
H 26.193 -11.533 -17.394
H 19.144 -4.675 -7.671
H 25.412 -6.738 -19.458
H 28.266 -14.642 -14.988
H 24.185 -10.341 -19.855
H 25.136 -8.333 -9.042
H 25.331 -15.573 -13.837
H 21.751 -9.491 -6.399
H 21.246 -9.748 -12.130
H 24.845 -6.470 -22.976
H 27.472 -3.752 -14.413
H 22.605 -11.313 -8.120
H 23.544 -7.792 -10.204
H 16.533 -13.023 -12.504
H 22.342 -7.262 -6.988
H 12.648 -5.017 -13.291
H 22.032 -4.895 -11.219
H 24.142 -5.484 -19.867
H 12.808 -8.724 -10.937
H 18.010 -15.397 -5.435
H 21.102 -16.479 -13.275
H 25.974 -15.294 -15.411
H 12.814 -7.934 -15.598